ORCA calculation (wB97M-V/def2-TZVPD) on a single C3H10P2 molecule.

Each line ends with the Löwdin charge.
Cartesian coordinates (Å):
C -0.0944 -1.1477 -1.3267  -0.1599
C 0.4905 -0.0058 -0.5197  -0.7496
P 2.2725 -0.3126 -0.1281  0.8132
C -0.3124 0.3071 0.7652  -0.5689
P -2.0443 0.7521 0.3728  0.7979
H 0.3472 -2.0828 -1.3021  0.0315
H -1.1220 -1.3009 -1.0355  0.0315
H -0.0999 -0.9006 -2.4363  0.1028
H 0.5487 0.9207 -1.0084  0.0488
H 2.0708 -1.0460 1.0797  -0.1039
H 2.2690 0.7873 0.8060  -0.0965
H -0.4097 -0.5178 1.3878  0.0364
H 0.0463 1.1858 1.2633  0.0463
H -1.5112 1.4916 -0.6409  -0.1116
H -2.2185 1.4992 1.5232  -0.1179

Results
molar mass = 108.1 u
relative energy (zero: lowest compared OMol25 entry of this formula, charge and spin) = 54.8 kJ/mol
orbital gap = 9.927 eV
E = -802.92397 Eh
SMILES string = C[C@H](P)CP
LUMO level = 0.96 eV

ORCA calculation (wB97M-V/def2-TZVPD) on a molecular structure, C38H38N6PtS3.

Each line ends with the Löwdin charge.
Cartesian coordinates (Å):
Pt -0.1443 0.1731 0.1913  0.9774
N -0.4994 0.8735 2.3152  -0.0576
C -0.0927 2.2866 2.3530  -0.2380
C 1.2245 2.3918 1.6181  -0.2089
N 1.0690 1.8774 0.2284  -0.1148
H -1.4347 0.6976 2.6626  0.0964
H 0.1477 0.3101 2.8583  0.1021
H 0.0355 2.6617 3.3709  0.1287
H -0.8628 2.8864 1.8651  0.1251
H 1.9725 1.7688 2.1113  0.1267
H 1.5838 3.4213 1.6150  0.1308
H 1.9815 1.7724 -0.2083  0.0909
H 0.5685 2.5704 -0.3254  0.1130
N 1.4496 -1.2712 0.4422  -0.3913
S 1.8380 -1.9459 -0.8175  0.7262
N 0.7240 -2.5699 -1.8142  -0.3639
S -0.4128 -3.6018 -1.6965  0.9109
N -1.8449 -3.0080 -1.7936  -0.3598
S -2.3328 -1.8477 -0.7534  0.7900
N -1.4529 -1.3561 0.3297  -0.4407
C -3.8137 -2.5463 -0.0971  -0.3346
C -4.4744 -3.5830 -0.7476  -0.0543
C -5.6551 -4.0622 -0.1997  -0.0457
C -6.1565 -3.5084 0.9704  -0.0432
C -5.4850 -2.4738 1.6069  -0.0473
C -4.3041 -1.9823 1.0744  -0.0633
C -2.8406 -0.5938 -1.9099  -0.3085
C -4.1621 -0.2074 -2.0557  -0.0393
C -4.4555 0.8499 -2.9113  -0.0440
C -3.4409 1.4974 -3.5961  -0.0507
C -2.1178 1.0931 -3.4434  -0.0573
C -1.8092 0.0391 -2.6016  -0.1045
C -0.3028 -4.6079 -3.1369  -0.3236
C -1.2660 -4.5108 -4.1300  -0.0408
C -1.0888 -5.2565 -5.2891  -0.0403
C 0.0241 -6.0698 -5.4329  -0.0381
C 0.9800 -6.1498 -4.4253  -0.0390
C 0.8271 -5.4112 -3.2659  -0.0669
C -0.2791 -4.7085 -0.3151  -0.2890
C 0.0550 -4.1890 0.9315  -0.0812
C 0.0415 -5.0418 2.0244  -0.0421
C -0.3126 -6.3743 1.8740  -0.0388
C -0.6695 -6.8699 0.6275  -0.0413
C -0.6635 -6.0382 -0.4796  -0.0470
C 2.6759 -0.9256 -2.0147  -0.3308
C 2.3546 -0.8781 -3.3638  -0.0644
C 3.0620 -0.0111 -4.1880  -0.0491
C 4.0746 0.7804 -3.6677  -0.0493
C 4.3919 0.7168 -2.3158  -0.0556
C 3.6907 -0.1364 -1.4798  -0.0842
C 2.9813 -3.2631 -0.5101  -0.3204
C 3.5791 -3.9227 -1.5782  -0.0742
C 4.4687 -4.9486 -1.3078  -0.0501
C 4.7483 -5.2983 0.0096  -0.0437
C 4.1523 -4.6196 1.0618  -0.0434
C 3.2622 -3.5849 0.8075  -0.0663
H -4.0733 -4.0060 -1.6548  0.1061
H -6.1824 -4.8701 -0.6877  0.1177
H -7.0775 -3.8885 1.3912  0.1190
H -5.8806 -2.0510 2.5201  0.1171
H -3.7568 -1.1850 1.5574  0.1040
H -4.9525 -0.7103 -1.5164  0.1153
H -5.4824 1.1627 -3.0391  0.1194
H -3.6791 2.3158 -4.2615  0.1174
H -1.3316 1.5895 -3.9967  0.1139
H -0.7839 -0.3143 -2.5062  0.0783
H -2.1260 -3.8733 -3.9979  0.1078
H -1.8266 -5.2003 -6.0774  0.1198
H 0.1508 -6.6498 -6.3369  0.1207
H 1.8426 -6.7908 -4.5439  0.1200
H 1.5639 -5.4665 -2.4742  0.1084
H 0.2986 -3.1421 1.0512  0.0588
H 0.3042 -4.6579 3.0007  0.1192
H -0.3191 -7.0304 2.7338  0.1195
H -0.9556 -7.9061 0.5137  0.1202
H -0.9518 -6.4239 -1.4459  0.1182
H 1.5707 -1.5046 -3.7620  0.1035
H 2.8238 0.0371 -5.2418  0.1168
H 4.6267 1.4444 -4.3188  0.1181
H 5.1934 1.3239 -1.9167  0.1170
H 3.9287 -0.2014 -0.4247  0.1168
H 3.3635 -3.6318 -2.5988  0.1175
H 4.9544 -5.4686 -2.1223  0.1178
H 5.4465 -6.0985 0.2140  0.1181
H 4.3855 -4.8888 2.0827  0.1175
H 2.7942 -3.0265 1.6063  0.1055

Results
molar mass = 870.0 u
relative energy (zero: lowest compared OMol25 entry of this formula, charge and spin) = 108.4 kJ/mol
orbital gap (spin up / spin down) = 7.385 / 7.407 eV
E = -3112.50590 Eh
LUMO level (spin up / spin down) = -5.45 / -5.45 eV
net charge = +2

ORCA calculation (wB97M-V/def2-TZVPD) on a molecular structure, C35H55MnN4OP2.

Each line ends with the Löwdin charge.
Cartesian coordinates (Å):
C -0.5822 -2.4100 -1.5188  -0.2813
C 1.6582 -2.4248 -0.6475  -0.2797
C -0.4243 -3.6532 -2.1229  0.0970
C 1.8240 -3.7350 -1.2265  0.0823
C 0.8135 -4.3278 -1.9496  0.0424
H -1.2425 -4.0934 -2.6986  0.1568
H 2.7865 -4.2367 -1.0884  0.1500
H 0.9637 -5.3182 -2.3940  0.1490
N 0.4014 -1.8083 -0.7882  0.0710
P -2.2700 -0.7366 -0.0643  1.1531
P 2.5014 -0.0327 0.3554  1.1417
C -1.8852 -1.6518 -1.6539  -0.2317
H -1.7597 -0.8672 -2.4199  0.0829
H -2.6974 -2.3193 -1.9882  0.1057
C -0.1875 1.6827 1.3678  -0.1294
O -0.2845 2.6959 1.9587  0.1585
C 2.7010 -1.7627 0.0129  -0.0370
H 3.6836 -2.2466 0.0293  0.1250
C 3.3509 0.8911 -1.1241  -0.5990
C 3.5264 0.3654 1.9285  -0.6419
C -3.6471 0.5603 -0.5153  -0.6255
C -2.9978 -2.1143 1.0529  -0.6361
C 2.9377 2.3757 -1.1327  -0.0670
H 3.4270 2.9406 -0.3255  0.0781
H 3.2409 2.8408 -2.0902  0.1125
H 1.8503 2.4947 -1.0091  0.0536
C 4.8862 0.7823 -1.1554  -0.0633
H 5.3703 1.3541 -0.3473  0.0825
H 5.2165 -0.2691 -1.0954  0.0928
H 5.2555 1.1926 -2.1156  0.1205
C 2.8285 0.1701 -2.3872  -0.0988
H 3.1199 0.7502 -3.2845  0.1019
H 3.2692 -0.8362 -2.4687  0.0899
H 1.7355 0.0479 -2.3821  0.0435
C 3.7609 1.8825 2.0589  -0.0628
H 2.8124 2.4421 1.9839  0.0852
H 4.1987 2.0931 3.0527  0.1177
H 4.4625 2.2697 1.3027  0.0743
C 2.7335 -0.0965 3.1619  -0.1024
H 1.8059 0.4823 3.2884  0.0685
H 2.4821 -1.1665 3.1026  0.0671
H 3.3589 0.0611 4.0611  0.1270
C 4.8639 -0.4049 1.9365  -0.0672
H 5.5222 -0.1476 1.0953  0.0689
H 5.4044 -0.1652 2.8720  0.1164
H 4.6854 -1.4930 1.9229  0.0827
C -3.2692 -1.5081 2.4455  -0.0658
H -3.6493 -2.3003 3.1171  0.1161
H -2.3557 -1.0944 2.8952  0.0377
H -4.0297 -0.7099 2.4065  0.0828
C -1.9354 -3.2367 1.1501  -0.0836
H -1.9141 -3.8416 0.2295  0.0823
H -0.9190 -2.8651 1.3296  0.0389
H -2.2110 -3.8996 1.9908  0.1144
C -4.2785 -2.7830 0.5033  -0.0672
H -4.4227 -3.7390 1.0396  0.1095
H -5.1830 -2.1817 0.6610  0.0728
H -4.1950 -3.0236 -0.5711  0.0837
C -3.6495 0.8031 -2.0366  -0.1022
H -3.9918 -0.0834 -2.5966  0.1019
H -4.3446 1.6334 -2.2642  0.1162
H -2.6538 1.0851 -2.4051  0.0128
C -3.2576 1.8653 0.2090  -0.0933
H -2.2786 2.2361 -0.1309  0.0499
H -4.0216 2.6391 0.0041  0.1128
H -3.1936 1.7223 1.3007  0.0740
C -5.0904 0.1932 -0.1215  -0.0768
H -5.4711 -0.6671 -0.6927  0.0879
H -5.2008 -0.0140 0.9538  0.0739
H -5.7368 1.0596 -0.3575  0.1109
Mn 0.0305 0.0389 0.3868  0.3294
N -0.1568 1.1156 -1.4298  0.1489
C -0.2423 1.7586 -2.4065  -0.0670
C -0.3573 2.5558 -3.6430  -0.5497
C 0.7546 2.1322 -4.6357  -0.0208
C -1.7506 2.2824 -4.2676  -0.0290
C -0.1961 4.0570 -3.2891  -0.0094
H 1.7539 2.3204 -4.2134  0.0748
H 0.6749 1.0631 -4.8860  0.0991
H 0.6447 2.7235 -5.5612  0.1156
H -2.5615 2.5878 -3.5864  0.0810
H -1.8441 2.8605 -5.2028  0.1179
H -1.8712 1.2119 -4.5014  0.0999
H -0.2687 4.6521 -4.2156  0.1150
H -0.9814 4.3922 -2.5938  0.1014
H 0.7866 4.2462 -2.8264  0.0902
N 0.0305 0.0389 7.7308  0.2384
C 0.0305 0.0389 6.5848  -0.1364
C 0.0305 0.0389 5.1438  -0.1781
C 0.4809 -1.2047 4.5792  0.0352
C 0.2999 -1.4666 3.2047  -0.1419
N -0.2598 -0.4848 2.4817  -0.0465
C -1.0142 0.4755 3.2481  -0.1603
C -0.8434 0.7767 4.5248  -0.0173
H 1.0151 -1.9280 5.1850  0.1446
H 0.7794 -2.3185 2.7372  0.1232
H -1.7638 1.1280 2.8232  0.1029
H -1.4116 1.5594 5.0186  0.1739

Results
molar mass = 664.7 u
relative energy (zero: lowest compared OMol25 entry of this formula, charge and spin) = 241.6 kJ/mol
orbital gap (spin up / spin down) = 4.112 / 4.803 eV
2S+1 = 4
E = -3493.55220 Eh
LUMO level (spin up / spin down) = -12.39 / -12.29 eV
net charge = +3

ORCA calculation (wB97M-V/def2-TZVPD) on a single C5H11NO molecule.

Each line ends with the Löwdin charge.
Cartesian coordinates (Å):
C 2.7217 0.6112 -0.0931  -0.0537
N 1.2906 0.6306 0.1451  0.0475
C 0.4666 -0.3493 -0.2161  -0.4639
O 0.9313 -1.4566 -0.7190  0.0184
C -0.9735 -0.3699 -0.2727  -0.3774
C -1.6170 -1.2402 0.8067  -0.1016
C -1.6830 0.9543 -0.4578  -0.1097
H 3.2749 0.3230 0.8070  0.0879
H 3.0616 1.5974 -0.4229  0.0855
H 2.9190 -0.1254 -0.8740  0.0876
H 0.8805 1.4225 0.6176  0.1482
H -0.2133 -1.5006 -1.0572  0.1982
H -1.7363 -0.7010 1.7630  0.0719
H -1.0376 -2.1483 1.0099  0.0744
H -2.6193 -1.5554 0.4936  0.0719
H -2.7184 0.7842 -0.7749  0.0729
H -1.7402 1.5495 0.4728  0.0708
H -1.2077 1.5740 -1.2281  0.0710

Results
molar mass = 101.1 u
relative energy (zero: lowest compared OMol25 entry of this formula, charge and spin) = 292.9 kJ/mol
orbital gap = 8.189 eV
E = -327.01980 Eh
SMILES string = CNC(O)=C(C)C
LUMO level = 0.81 eV